1.
{
  "formula": "C21H60O9",
  "method": "the ωB97M-V functional and the def2-TZVPD basis",
  "de_lowest_kcal_mol": 214.6,
  "smiles": "CC(C)O.CC(C)O.CC(C)O.CC(C)O.CC(C)O.CC(C)O.CO.CO.CO",
  "total_energy_ev": -41168.2539,
  "gap_ev": 9.289,
  "largest_force_ha_per_bohr": 0.258,
  "spin_multiplicity": 1,
  "elements": ["H", "O", "C", "C", "H", "H", "C", "O", "O", "H", "C", "H", "H", "H", "C", "H", "H", "H", "H", "H", "H", "H", "C", "H", "H", "H", "H", "H", "C", "H", "H", "C", "H", "H", "H", "H", "H", "H", "H", "H", "H", "O", "H", "H", "C", "H", "O", "H", "H", "H", "H", "H", "C", "H", "H", "C", "H", "H", "H", "C", "H", "H", "H", "H", "O", "H", "H", "C", "C", "H", "C", "H", "O", "O", "C", "H", "C", "H", "H", "H", "O", "H", "H", "C", "C", "H", "H", "H", "C", "C"],
  "xyz": [[-8.7960, -25.2180, -20.1620], [-6.9370, -26.6500, -21.7110], [-6.6550, -27.1380, -22.7930], [-9.4430, -24.2420, -25.7840], [-7.7140, -22.1110, -22.7180], [-10.2080, -24.7560, -25.1970], [-5.0090, -20.2070, -24.7730], [-14.7060, -23.0770, -24.4840], [-11.5030, -19.8900, -26.3610], [-4.7310, -24.3500, -26.1960], [-5.9600, -20.0420, -25.9060], [-3.9810, -20.5190, -25.0640], [-9.8400, -19.4740, -25.2830], [-6.7840, -19.4620, -25.5770], [-5.1770, -27.0050, -23.1700], [-10.7880, -23.1430, -27.0950], [-9.7200, -20.8280, -21.5590], [-10.3980, -21.1060, -24.0360], [-9.0340, -16.8080, -27.7400], [-6.0150, -23.5690, -27.1230], [-9.5180, -27.3970, -20.7910], [-9.5320, -23.2280, -21.3080], [-4.9410, -18.8270, -24.1500], [-8.5480, -26.8470, -23.9480], [-5.6240, -21.8590, -24.2830], [-11.0580, -22.9070, -22.0520], [-6.2220, -20.9890, -26.4260], [-6.9950, -18.8950, -28.1820], [-8.3160, -21.3550, -23.1560], [-9.7870, -23.4410, -23.0800], [-9.3770, -25.7990, -18.7150], [-7.6480, -17.0670, -26.1380], [-6.9220, -28.1840, -22.7090], [-4.5750, -18.1620, -24.8540], [-13.4060, -23.6970, -26.0180], [-4.8340, -25.9670, -23.1410], [-12.6050, -23.3810, -24.5660], [-8.9530, -21.1100, -27.0960], [-11.4820, -25.5690, -22.1200], [-6.6800, -27.1660, -20.9690], [-8.5870, -22.5680, -28.0130], [-7.3020, -16.0580, -28.0740], [-7.6540, -15.8910, -28.9100], [-8.5710, -19.1100, -27.7480], [-13.4710, -23.0660, -25.1400], [-14.7120, -23.9060, -24.0210], [-10.4450, -20.7360, -23.1820], [-9.1260, -24.8830, -26.6130], [-11.7860, -19.5250, -27.1760], [-8.3340, -17.7240, -25.6310], [-8.4630, -21.6770, -24.1920], [-6.9610, -26.9100, -24.8800], [-9.9650, -22.8030, -22.2020], [-10.3800, -24.6490, -19.5640], [-11.2280, -18.6680, -24.7190], [-9.7400, -25.4850, -19.7150], [-4.6350, -27.6060, -22.4950], [-6.2550, -25.0630, -26.1810], [-8.6400, -24.0310, -25.0940], [-5.7770, -24.1260, -26.1910], [-7.9100, -22.3670, -26.4790], [-4.8480, -27.4170, -24.1330], [-11.0050, -21.5930, -25.6870], [-6.6990, -17.3860, -25.8750], [-6.0730, -23.4110, -25.0170], [-9.7210, -25.4930, -22.5160], [-5.4940, -19.4770, -26.7460], [-9.6760, -21.3420, -22.4870], [-7.4620, -26.5550, -23.9590], [-13.3210, -22.0780, -25.5080], [-7.9430, -17.0210, -27.5960], [-10.9590, -27.3390, -19.1600], [-5.4340, -21.0000, -23.9210], [-11.2180, -27.1200, -20.0700], [-10.7310, -18.9600, -25.6590], [-5.6740, -23.8580, -24.2970], [-10.2650, -26.5690, -20.6090], [-7.3920, -25.4940, -23.9500], [-7.8470, -20.3490, -23.1200], [-10.6040, -26.8950, -22.7970], [-10.5610, -22.4070, -25.4060], [-8.2710, -18.3410, -29.3350], [-4.2940, -18.7180, -23.3080], [-10.5010, -26.0760, -22.0790], [-9.9950, -22.9520, -26.3950], [-7.8630, -16.0830, -25.6990], [-10.4420, -18.1070, -26.3290], [-5.8180, -18.3570, -23.8310], [-7.9280, -18.4200, -28.2890], [-8.7940, -22.1680, -27.0580]],
  "forces_ev_per_a": [[0.37, 0.96, -0.26], [-2.91, 6.25, 9.22], [1.94, -4.38, -9.74], [-0.35, -0.72, -1.30], [1.10, -0.36, 0.52], [-0.16, -0.01, -0.25], [3.01, 5.57, -4.28], [-0.06, -0.12, 0.06], [-0.28, -1.24, 0.52], [0.93, -0.02, -0.32], [1.12, -0.56, -3.26], [-0.01, 0.57, -0.72], [0.25, 0.22, -0.40], [-1.14, -0.03, 0.20], [0.30, -0.08, -0.85], [-0.01, -0.65, -1.44], [0.92, 0.32, 1.62], [-0.36, -0.56, -1.83], [-0.13, 0.07, 0.74], [-0.07, -0.13, 0.92], [0.86, 0.99, 0.21], [0.57, 0.09, 0.04], [1.49, -0.30, 0.41], [1.11, 0.25, -0.05], [-0.32, -0.58, -0.41], [0.21, 0.05, 0.08], [-0.23, 0.37, 0.74], [1.52, -0.44, -0.50], [0.59, 1.21, 0.26], [0.33, 0.23, 0.27], [-0.68, -0.49, -0.25], [-2.35, 0.62, 0.92], [0.28, -1.17, -1.03], [1.02, 1.42, -1.64], [-0.52, -0.48, -0.48], [-0.09, 0.00, 0.26], [-0.09, 0.27, 0.68], [-0.25, 0.61, -0.14], [0.49, 0.28, -0.03], [0.32, -0.51, 0.90], [0.03, -0.28, -1.34], [5.40, 5.31, -2.43], [-0.31, 0.96, -2.34], [-0.54, 0.25, 0.01], [0.70, -0.11, -0.61], [-0.49, -0.49, 0.50], [-9.38, 6.74, -6.52], [0.30, -0.26, 0.37], [-0.46, 0.39, -1.05], [-0.27, -0.48, 0.20], [0.00, 0.22, -0.01], [-0.66, 0.11, 0.28], [-2.32, -0.91, -0.28], [-0.67, 0.67, -0.22], [-0.11, 0.38, -0.59], [2.62, -0.15, 0.13], [1.04, -0.35, 1.27], [-1.04, -1.17, -0.22], [0.42, 0.22, -0.06], [0.74, 0.62, -0.73], [0.34, 0.16, 0.50], [-0.64, 0.12, -0.09], [-0.35, 0.13, -0.17], [2.06, -0.34, 0.17], [-0.99, 1.13, -0.78], [0.51, 0.69, 0.38], [-0.11, -0.01, 0.62], [8.42, -6.09, 6.61], [-0.59, -1.35, -0.29], [0.29, 0.91, -0.06], [-5.86, -6.18, 2.81], [-0.62, -0.06, -0.40], [-3.09, -5.71, 7.28], [-9.50, -4.92, 4.67], [0.84, 0.90, 0.55], [0.51, -0.84, 1.14], [8.44, 2.94, -5.14], [-0.02, 1.07, 0.09], [-0.03, -0.75, -0.15], [-0.09, -0.44, 0.43], [-3.25, 5.05, 6.14], [0.31, -0.13, 0.34], [0.76, -0.47, 0.70], [-1.84, -0.70, 0.61], [4.06, -3.38, -4.28], [0.36, -0.09, -0.18], [-0.26, -0.60, 0.93], [-2.10, -0.06, 0.41], [-0.26, 0.81, 0.15], [-1.05, -0.93, 1.31]]
}

2.
{
  "formula": "C21H61N15O13Zn",
  "method": "the ωB97M-V functional and the def2-TZVPD basis",
  "de_lowest_kcal_mol": 347.5,
  "total_energy_ev": -120146.8833,
  "gap_ev": 3.817,
  "largest_force_ha_per_bohr": 0.128,
  "spin_multiplicity": 1,
  "elements": ["H", "C", "H", "C", "O", "H", "C", "H", "O", "H", "H", "H", "O", "H", "C", "N", "H", "H", "H", "H", "C", "H", "O", "H", "H", "O", "H", "N", "N", "H", "N", "N", "H", "C", "H", "C", "C", "H", "H", "H", "H", "O", "H", "C", "C", "H", "H", "H", "H", "C", "O", "H", "H", "N", "H", "H", "H", "N", "C", "N", "O", "H", "N", "C", "H", "H", "H", "C", "N", "H", "H", "H", "H", "O", "H", "H", "C", "H", "H", "H", "H", "N", "H", "C", "N", "C", "H", "H", "H", "H", "C", "N", "N", "H", "O", "H", "O", "C", "H", "H", "C", "C", "H", "H", "H", "H", "O", "H", "O", "N", "Zn"],
  "xyz": [[5.2039, 1.5623, 4.5172], [7.6622, 2.6597, -3.1028], [-0.3417, -4.3476, -1.3686], [5.3700, 1.9412, -3.9025], [-2.5654, -6.5370, 0.0422], [-0.5992, -0.7556, 6.5628], [-1.9274, 0.6863, 6.8251], [-1.7240, -5.1992, -1.9965], [0.5699, 1.2155, 0.5533], [7.3466, -3.9369, -0.1574], [-1.4687, -0.1117, 5.1136], [2.1458, 9.4537, -4.1752], [-7.2127, -1.6158, -2.7236], [-3.7902, -5.8535, 1.6560], [2.2667, 6.6433, 3.8429], [3.6384, 2.5573, 6.9247], [3.0834, 7.6766, 5.3859], [6.3257, 3.3256, -1.0717], [5.7437, 0.9565, -3.6217], [2.2737, -7.4024, -3.8561], [4.7494, 2.4108, 6.2092], [-0.8387, -5.5649, 0.8527], [1.5591, 7.2102, -3.2683], [-10.2551, -4.2943, -0.4822], [2.8117, 2.0957, 6.5729], [6.1573, -1.8791, 0.3651], [-0.5881, -7.2834, -1.6325], [-0.4886, 7.9873, -3.8188], [4.3265, -3.2013, 0.0002], [-5.2037, -1.3401, -2.1277], [-5.7986, 4.0619, 1.2917], [6.3423, -4.0279, -0.2141], [-2.5020, -6.9532, 2.0924], [1.6805, -7.4909, -2.9460], [0.0382, -6.2145, -3.7090], [-7.8801, -1.8870, -1.4540], [0.8211, 8.0420, -3.7560], [4.2254, -8.4528, -1.0842], [1.0960, 7.1290, 5.3116], [-2.7046, 1.0687, 5.1137], [0.4987, 5.8353, 4.3290], [-1.5993, 1.1676, 1.1569], [0.6617, 9.6625, -5.0269], [-8.8018, -3.0768, -1.6113], [-5.7501, 5.3576, 1.1427], [3.6012, 1.2971, 5.0572], [5.9191, 3.9447, -3.2805], [2.1638, 1.0908, -3.6824], [-4.0037, -7.4174, 1.0605], [3.1636, 1.0795, -4.1163], [5.7593, 2.9997, 6.4240], [-8.4851, -1.0523, -1.0999], [4.0969, 7.2112, 4.0680], [-7.9535, -4.2764, -1.7950], [8.0247, 3.0108, -4.0690], [-3.4551, 1.9861, 6.4252], [-2.1213, -4.6089, 0.3379], [-2.7957, 1.2968, 6.0933], [-1.5517, -5.4864, 0.0319], [4.5503, 1.5547, 5.2872], [3.9604, 2.1435, -3.5963], [-5.8594, -0.5021, -3.5670], [5.7072, 2.7530, -1.6282], [-9.7216, -3.3485, -0.3884], [-9.3689, -2.9070, -2.5265], [5.9150, -4.8203, -0.6719], [3.1059, 1.3167, -5.1786], [0.6839, -6.3266, -2.8380], [3.1659, 7.3588, 4.4308], [-3.8796, 5.1547, 0.4206], [3.6859, -2.4257, 0.0905], [1.2499, -8.4912, -2.9909], [1.3504, -5.4641, -2.8312], [2.7080, -7.5047, -1.9951], [5.6206, 2.1994, -4.9314], [-5.0208, 3.4178, 1.2740], [-6.0640, -0.8155, -2.5432], [7.8332, 1.5924, -2.9628], [8.1832, 3.2609, -2.3577], [-10.5102, -2.5963, -0.3656], [-6.7376, 3.7213, 1.4411], [1.2715, 6.4196, 4.6143], [3.9107, -4.0920, -0.2319], [-3.2127, -6.7079, 1.3032], [1.2203, 9.1114, -4.3910], [6.1943, 2.9253, -3.0098], [6.0041, 1.8301, -1.3451], [3.5683, 3.2201, 7.6835], [-0.8831, 7.1941, -3.3338], [-4.4657, 6.7936, 0.8513], [-0.8656, -5.3028, -1.3327], [-4.5427, 5.7865, 0.8463], [0.0003, -6.4642, -1.5782], [-7.2044, -4.1398, -1.1315], [-0.6585, 2.6971, -0.1205], [3.6406, -9.2137, -2.6868], [-6.6989, 6.1228, 1.2011], [5.5795, -2.9498, 0.0654], [-6.2503, 0.0705, -1.9363], [2.7908, -9.5140, -1.2391], [-0.6033, 1.6551, 0.5804], [3.3993, -8.7536, -1.7285], [-7.1964, -2.1112, -0.6353], [-1.0971, 8.5805, -4.3647], [3.4847, 0.0655, -3.8776], [-7.4560, -4.0029, -2.6303], [2.4122, 6.1003, 2.7527], [-9.2601, -3.4049, 0.5975], [-1.8843, 0.7783, 8.0391], [-1.1793, -0.0839, 6.0808], [2.5037, 3.7632, -0.8236]],
  "forces_ev_per_a": [[-0.08, -0.21, 0.14], [0.16, 0.52, -0.58], [0.35, -0.21, 0.19], [-0.13, 1.79, 1.38], [1.24, 0.55, -0.08], [-0.11, -0.02, -0.62], [-0.13, -0.02, 3.82], [0.05, -0.14, -0.77], [0.12, -0.42, 0.28], [-0.40, -0.02, -0.14], [0.99, -0.97, 0.21], [-0.11, -0.18, -0.41], [-0.72, -0.48, 2.14], [0.27, 0.74, -0.23], [0.88, -2.56, -3.53], [-2.52, 0.58, 1.93], [0.13, -0.31, -0.29], [-0.08, 0.44, 0.41], [-0.44, -0.43, -0.24], [-0.60, 0.14, -0.93], [-0.57, 2.12, 2.51], [0.34, -0.78, -0.03], [0.13, -0.27, 0.91], [0.23, -0.10, -0.41], [-0.04, 0.44, 0.69], [-1.66, -0.95, -0.29], [-0.16, -0.18, 0.19], [-3.77, -2.07, 1.04], [-5.30, 0.45, -0.11], [-0.03, -0.29, 0.06], [-1.72, -3.52, 0.65], [0.75, -1.37, -0.36], [-0.11, -0.54, -0.01], [0.87, -0.94, -1.59], [-0.06, -0.35, -0.28], [-0.61, 0.29, -0.38], [0.59, -1.00, -0.34], [0.13, -0.39, -0.38], [-0.40, -0.51, 0.11], [-0.94, 0.94, 0.08], [0.18, 0.37, -0.18], [0.95, 0.62, -0.48], [0.06, -0.20, 0.49], [0.33, -1.04, 1.09], [-0.89, 1.83, -0.62], [0.44, -0.10, -0.19], [0.19, 0.09, -0.22], [-0.04, 0.65, 0.03], [0.42, -0.60, 0.58], [-0.27, 0.85, -0.22], [2.78, 1.42, 0.46], [0.12, 0.64, -0.34], [-0.08, 0.48, 0.11], [-0.09, 0.61, -0.72], [0.25, -0.35, -0.16], [0.35, -0.32, -0.03], [0.04, 0.65, -0.46], [-3.11, 2.40, -3.01], [-1.09, 0.53, 0.77], [-0.12, -3.97, -5.24], [1.29, -1.16, 0.11], [0.51, 0.22, 0.16], [0.38, 0.21, 0.05], [-0.57, 0.53, -0.76], [-0.33, -0.22, 0.10], [0.51, 0.04, 0.13], [-0.30, -0.88, -0.29], [1.83, -0.97, 0.72], [4.31, 2.98, 1.08], [0.15, 0.62, 0.18], [0.12, -0.16, 0.07], [-0.72, -0.02, 0.12], [-0.24, 0.45, 0.25], [0.44, 0.13, 2.14], [-0.31, -0.39, -0.33], [-0.22, 0.37, 0.07], [-0.22, 0.28, -0.96], [0.38, 0.05, 0.02], [0.13, -0.24, 0.12], [0.03, 0.22, 0.26], [0.34, -0.37, -0.01], [-5.23, -0.60, 3.13], [0.37, 0.17, 0.09], [-0.22, 0.21, -1.02], [3.02, 3.64, -1.64], [-1.99, -0.48, 0.19], [-0.29, -0.61, 0.21], [0.09, -0.26, -0.32], [-0.31, 0.14, -0.38], [0.46, -0.34, -0.46], [-1.30, -1.11, 1.50], [2.65, 1.44, -0.39], [-0.61, 1.42, -0.24], [0.17, -0.47, 0.66], [0.17, 1.25, -0.68], [0.80, 0.08, -0.06], [-0.71, -0.07, 0.57], [5.56, 1.83, 0.57], [-0.18, 0.09, 0.10], [-0.39, 0.27, 0.41], [-0.84, -1.40, 0.87], [-1.25, 1.14, -0.79], [0.56, 0.02, -0.10], [0.40, -0.11, 0.36], [0.77, 0.04, -0.24], [0.28, -0.59, -0.73], [0.22, 0.07, -0.47], [0.51, 0.31, -0.17], [0.54, 0.01, 0.77], [2.44, -2.00, -1.29], [-0.20, -0.11, -0.08]]
}